# 1
Entry from the OMol25 dataset: C3H3N3O2 as an isolated structure (ωB97M-V/def2-TZVPD).

Last column: natural (NBO) charge in e.
Atoms and positions in Å:
C1 -0.702 0.559 0.053  0.606
C2 -1.256 -1.492 -0.022  0.348
C3 1.737 0.230 -0.232  0.545
H1 0.059 2.246 0.847  0.331
H2 -1.959 -2.193 -0.230  0.203
H3 1.580 1.281 -0.233  0.120
N1 -0.963 1.777 0.059  -0.552
N2 0.039 -1.511 0.446  -0.269
N3 0.439 -0.130 0.119  -0.374
O1 -1.732 -0.322 -0.554  -0.450
O2 2.760 -0.446 -0.253  -0.509

Values from the calculation:
HOMO-LUMO gap = 10.062 eV
E_LUMO = 0.001 eV
HOMO energy = -0.3697 hartree
2S+1 = 1


# 2
Entry from the OMol25 dataset: C6H12N2O as an isolated structure (ωB97M-V/def2-TZVPD).

Last column: natural (NBO) charge in e.
Atoms and positions in Å:
C1 0.330 0.898 -1.349  -0.435
C2 -1.440 -1.045 -1.226  -0.602
C3 -0.368 1.092 -0.082  0.255
C4 -0.170 -0.404 -0.721  -0.206
N1 1.688 1.439 1.838  -0.511
N2 0.475 -2.353 0.583  -0.759
C5 0.803 -1.190 -0.025  0.280
C6 -1.401 1.829 0.345  -0.604
O1 0.850 0.521 1.189  -0.559
H1 1.787 1.146 2.806  0.330
H2 2.604 1.427 1.393  0.318
H3 1.162 -2.797 1.169  0.397
H4 -0.482 -2.497 0.863  0.396
H5 1.407 1.039 -1.371  0.218
H6 -0.172 1.213 -2.258  0.225
H7 1.861 -1.048 -0.184  0.206
H8 -1.234 -1.803 -1.987  0.209
H9 -2.015 -1.513 -0.422  0.200
H10 -2.085 -0.278 -1.653  0.238
H11 -1.994 1.534 1.201  0.200
H12 -1.608 2.791 -0.107  0.203

Values from the calculation:
HOMO-LUMO gap = 7.358 eV
E_LUMO = 0.624 eV
HOMO energy = -0.2475 hartree
2S+1 = 1


# 3
Entry from the OMol25 dataset: C40H69N5O2Re as an isolated structure (ωB97M-V/def2-TZVPD).

Last column: Löwdin spin population.
Atoms and positions in Å:
Re1 -0.753 1.249 -1.251  0.747
C1 -2.577 -0.347 -3.535  0.000
N1 -1.175 0.141 -3.389  0.004
C2 -0.808 0.940 -4.586  0.000
C3 -0.350 -1.105 -3.500  0.002
C4 -0.150 -1.643 -2.129  0.000
N2 0.470 -0.578 -1.302  -0.006
C5 1.810 -0.257 -1.925  0.001
C6 2.747 0.322 -0.932  0.014
C7 4.022 -0.203 -0.772  -0.002
C8 4.839 0.247 0.249  0.016
C9 4.277 1.169 1.137  -0.003
C10 2.993 1.688 1.039  0.012
C11 2.233 1.295 -0.091  -0.003
O1 0.959 1.755 -0.312  0.080
C12 2.447 2.582 2.154  0.001
C13 3.421 2.745 3.326  0.000
C14 1.170 1.943 2.740  0.001
C15 2.199 3.987 1.595  0.001
C16 6.266 -0.245 0.464  0.002
C17 6.378 -0.902 1.848  0.001
C18 7.222 0.954 0.387  0.001
C19 6.679 -1.268 -0.594  0.000
C20 0.631 -1.147 0.081  0.004
C21 -0.615 -1.810 0.584  0.008
C22 -0.489 -3.028 1.231  -0.001
C23 -1.596 -3.701 1.725  0.009
C24 -2.831 -3.106 1.502  -0.002
C25 -3.022 -1.886 0.846  0.008
C26 -1.865 -1.211 0.408  0.000
O2 -1.937 0.028 -0.184  0.074
C27 -4.457 -1.366 0.656  0.001
C28 -4.681 -0.104 1.494  0.000
C29 -5.518 -2.386 1.087  0.000
C30 -4.727 -1.056 -0.820  0.001
C31 -1.428 -5.032 2.454  0.001
C32 -2.767 -5.618 2.901  0.000
C33 -0.744 -6.043 1.524  0.001
C34 -0.554 -4.808 3.697  0.001
H1 -2.700 -0.810 -4.516  0.000
H2 -3.315 0.443 -3.462  0.000
H3 -2.782 -1.083 -2.763  0.000
H4 -0.939 0.334 -5.486  0.000
H5 0.240 1.229 -4.521  0.000
H6 -1.421 1.826 -4.693  0.000
H7 0.587 -0.872 -3.995  0.000
H8 -0.872 -1.826 -4.130  0.000
H9 0.502 -2.520 -2.123  0.000
H10 -1.098 -1.938 -1.688  0.000
H11 1.618 0.426 -2.752  0.000
H12 2.235 -1.180 -2.329  0.000
H13 4.356 -0.973 -1.455  -0.001
H14 4.880 1.482 1.976  0.000
H15 3.674 1.790 3.787  0.000
H16 2.946 3.363 4.090  0.000
H17 4.341 3.247 3.026  0.000
H18 1.441 1.132 3.419  0.000
H19 0.529 1.488 1.984  0.000
H20 0.595 2.671 3.319  0.000
H21 3.150 4.464 1.357  0.000
H22 1.683 4.616 2.325  0.000
H23 1.624 3.942 0.677  0.000
H24 6.148 -0.202 2.652  0.000
H25 7.395 -1.262 2.005  0.000
H26 5.699 -1.753 1.932  0.000
H27 6.998 1.699 1.151  0.000
H28 7.163 1.439 -0.589  0.000
H29 8.249 0.620 0.539  0.000
H30 6.057 -2.165 -0.557  0.000
H31 7.708 -1.578 -0.415  0.000
H32 6.633 -0.849 -1.602  0.000
H33 0.954 -0.355 0.750  0.001
H34 1.441 -1.879 0.040  0.001
H35 0.503 -3.453 1.340  0.000
H36 -3.704 -3.628 1.857  0.000
H37 -4.473 -0.295 2.547  0.000
H38 -5.718 0.227 1.407  0.000
H39 -4.033 0.699 1.155  0.000
H40 -5.479 -2.595 2.156  0.000
H41 -5.428 -3.328 0.543  0.000
H42 -6.505 -1.974 0.876  0.000
H43 -4.077 -0.258 -1.175  0.000
H44 -5.764 -0.743 -0.958  0.000
H45 -4.558 -1.938 -1.443  0.000
H46 -3.422 -5.828 2.053  0.000
H47 -3.290 -4.955 3.593  0.000
H48 -2.592 -6.560 3.421  0.000
H49 -1.344 -6.218 0.628  0.000
H50 -0.619 -6.997 2.039  0.000
H51 0.246 -5.707 1.212  0.000
H52 -1.024 -4.097 4.379  0.000
H53 0.432 -4.424 3.432  0.000
H54 -0.413 -5.750 4.229  0.000
C35 -2.855 2.880 -2.933  0.001
C36 -1.622 3.764 -3.098  0.000
N3 -0.393 3.175 -2.478  0.007
C37 0.187 4.161 -1.524  0.004
C38 -0.717 4.229 -0.306  0.000
N4 -1.105 2.870 0.183  0.010
C39 -2.484 2.822 0.688  0.000
C40 -3.383 2.883 -0.527  0.002
N5 -2.769 2.117 -1.669  0.002
H55 -3.757 3.492 -2.952  0.000
H56 -2.945 2.186 -3.758  0.000
H57 -1.449 3.970 -4.153  0.000
H58 -1.803 4.729 -2.630  0.000
H59 0.296 3.001 -3.200  0.000
H60 1.194 3.845 -1.274  0.000
H61 0.236 5.147 -1.991  0.000
H62 -0.235 4.781 0.496  0.000
H63 -1.627 4.775 -0.546  0.000
H64 -0.461 2.626 0.932  0.001
H65 -2.592 1.890 1.233  0.000
H66 -2.696 3.654 1.364  0.000
H67 -4.377 2.493 -0.314  0.000
H68 -3.508 3.913 -0.857  0.000
H69 -3.310 1.258 -1.745  0.000

Values from the calculation:
⟨S²⟩ = 0.755
net charge = +2
HOMO-LUMO gap (spin up / spin down) = 7.058 / 6.365 eV
E_LUMO (spin up / spin down) = -5.467 / -6.174 eV
HOMO energy (spin up / spin down) = -0.4603 / -0.4608 hartree
2S+1 = 2


# 4
Entry from the OMol25 dataset: C9H16MnN3Se as an isolated structure (ωB97M-V/def2-TZVPD).

Last column: natural (NBO) charge in e.
Atoms and positions in Å:
C1 2.644 -0.545 1.312  -0.934
Mn1 2.445 -1.491 -0.381  0.789
N1 2.620 -2.517 -2.214  -1.088
H1 3.800 -2.151 0.070  0.058
H2 2.085 -3.381 -2.078  0.412
H3 3.843 -0.800 -0.451  -0.020
H4 3.651 -0.705 1.725  0.237
H5 1.879 -0.932 1.998  0.212
H6 2.458 0.522 1.127  0.222
H7 2.175 -2.065 -3.019  0.400
H8 3.548 -2.810 -2.537  0.417
C2 -1.430 -0.802 2.216  -0.418
N2 -1.220 -0.302 0.886  -0.338
C3 -0.484 -0.909 -0.080  0.252
Se1 0.269 -2.566 0.088  -0.169
N3 -0.522 -0.046 -1.169  -0.562
C4 -1.322 1.089 -0.859  0.168
C5 -1.683 2.221 -1.610  -0.233
C6 -2.487 3.213 -1.007  -0.186
C7 -2.907 3.052 0.336  -0.185
C8 -2.530 1.907 1.077  -0.217
C9 -1.738 0.935 0.440  0.093
H9 -1.027 -0.054 2.908  0.226
H10 -0.903 -1.757 2.230  0.247
H11 -2.514 -0.889 2.348  0.228
H12 -0.148 -0.207 -2.086  0.431
H13 -1.336 2.305 -2.635  0.232
H14 -2.821 4.131 -1.526  0.245
H15 -3.533 3.838 0.782  0.242
H16 -2.811 1.715 2.111  0.237

Values from the calculation:
⟨S²⟩ = 3.974
net charge = +1
HOMO-LUMO gap (spin up / spin down) = 8.220 / 8.528 eV
E_LUMO (spin up / spin down) = -3.662 / -3.358 eV
HOMO energy (spin up / spin down) = -0.4367 / -0.4368 hartree
2S+1 = 4


Calculated energy relative to the best compared isomer or geometry (same formula, charge and spin) in order - 539.0 614.3 4.7 19.1 kJ/mol